Here is 10 unconnected molecules or ions with the total composition C25H50F5N10O20 from OMol25. Energies are from ωB97M-V with the def2-TZVPD basis set.

Its LUMO energy is -3.01 eV. As for the total energy: -3532.57960 Ha. The value obtained for the highest occupied orbital energy is -11.602 eV. The largest force on an atom is 5.413 eV Å⁻¹.

Geometry as ORCA input:
```
! wB97M-V def2-TZVPD RIJCOSX def2/J DEFGRID3
* xyz 1 1
C 3.624 -3.653 -0.013
C 2.064 -3.417 -0.480
O 1.896 -2.536 -1.647
C 0.581 -1.876 -1.667
C -0.690 -2.953 -1.515
O -1.888 -2.461 -2.211
N -3.028 -2.872 -1.631
C -3.404 -2.090 -0.370
C -4.903 -1.429 -0.428
C -4.985 0.058 -1.113
C -3.982 1.182 -0.468
F -4.485 2.517 -0.967
F -2.575 1.090 -1.011
C -4.012 1.283 1.171
F -5.368 1.590 1.723
F -3.398 0.139 1.881
F -3.166 2.485 1.522
C -3.112 -4.357 -1.355
C -4.656 -4.935 -1.206
C -5.186 -5.281 0.340
C -6.674 -5.903 0.673
C -7.675 -6.200 -0.616
C -7.162 -5.821 -2.130
C -5.671 -5.190 -2.470
H 4.202 -2.651 0.250
H 4.249 -4.333 -0.768
H 3.604 -4.273 1.002
H 1.653 -4.489 -0.806
H 1.425 -3.057 0.450
H 0.465 -1.234 -2.652
H 0.474 -1.097 -0.771
H -0.814 -3.123 -0.364
H -0.274 -3.976 -1.960
H -3.805 -2.658 -2.326
H -3.381 -2.852 0.549
H -2.539 -1.324 -0.163
H -5.554 -2.149 -1.122
H -5.362 -1.495 0.646
H -6.093 0.452 -0.919
H -4.888 -0.033 -2.294
H -2.562 -4.673 -0.344
H -2.628 -4.919 -2.286
H -4.466 -5.073 1.255
H -7.084 -6.183 1.733
H -8.735 -6.673 -0.416
H -7.889 -6.045 -3.023
H -5.301 -4.949 -3.574
C 4.651 -0.696 3.404
N 5.136 -2.102 3.435
O 5.029 -2.761 2.394
O 5.611 -2.505 4.503
H 4.261 -0.479 2.407
H 3.864 -0.603 4.155
H 5.500 -0.049 3.636
C 8.902 -1.110 1.525
N 7.908 -0.016 1.360
O 8.338 1.094 1.022
O 6.724 -0.301 1.573
H 9.898 -0.719 1.306
H 8.843 -1.456 2.558
H 8.637 -1.904 0.824
C -9.556 1.036 -1.739
N -8.824 -0.172 -2.206
O -7.978 -0.651 -1.443
O -9.120 -0.605 -3.326
H -9.196 1.305 -0.744
H -9.355 1.839 -2.452
H -10.619 0.788 -1.711
C -12.028 -8.538 -2.281
N -10.640 -8.008 -2.208
O -9.912 -8.448 -1.311
O -10.321 -7.164 -3.053
H -12.170 -9.268 -1.481
H -12.710 -7.694 -2.158
H -12.150 -9.009 -3.258
C 9.880 3.806 -0.044
N 11.268 4.337 0.029
O 11.996 3.896 0.926
O 11.588 5.181 -0.817
H 9.738 3.076 0.756
H 9.198 4.650 0.079
H 9.758 3.336 -1.022
C 14.680 5.668 -0.820
N 16.068 6.199 -0.747
O 16.796 5.758 0.150
O 16.388 7.043 -1.592
H 14.538 4.939 -0.020
H 13.998 6.512 -0.697
H 14.558 5.198 -1.797
C -5.873 5.038 0.638
N -6.867 6.133 0.473
O -6.437 7.242 0.136
O -8.051 5.848 0.687
H -4.877 5.430 0.419
H -5.932 4.692 1.672
H -6.138 4.244 -0.063
C -9.773 8.401 0.863
N -10.767 9.496 0.698
O -10.337 10.605 0.361
O -11.951 9.210 0.912
H -8.777 8.792 0.644
H -9.832 8.055 1.897
H -10.038 7.607 0.162
C 17.069 3.831 2.712
N 17.114 3.315 4.107
O 16.657 2.184 4.306
O 17.606 4.061 4.962
H 16.614 3.075 2.070
H 16.470 4.744 2.717
H 18.097 4.032 2.402
*
```

***

Here is 4 unconnected molecules or ions with the total composition C25H50F5N4O6 from OMol25. Energies are from ωB97M-V with the def2-TZVPD basis set.

Its LUMO energy is -5.01 eV. As for the total energy: -2151.98166 Ha. The value obtained for the highest occupied orbital energy is -9.923 eV. The largest force on an atom is 0.380 eV Å⁻¹.

Geometry as ORCA input:
```
! wB97M-V def2-TZVPD RIJCOSX def2/J DEFGRID3
* xyz 1 1
F 3.299 2.402 -3.211
C 2.815 3.663 -3.121
F 3.785 4.456 -2.694
F 1.818 3.644 -2.241
C 2.280 4.105 -4.539
F 3.046 5.118 -4.999
F 1.012 4.543 -4.397
C 2.287 2.958 -5.518
C 1.298 1.988 -5.431
C 1.331 0.879 -6.256
C 2.331 0.773 -7.184
N 3.263 1.740 -7.258
C 3.274 2.819 -6.455
H 0.513 2.082 -4.693
H 0.573 0.119 -6.157
H 2.417 -0.055 -7.866
H 4.001 1.646 -7.943
H 4.076 3.529 -6.574
C -1.360 -5.014 -1.320
O -0.475 -4.121 -0.669
C 0.903 -4.409 -0.858
C 1.572 -3.291 -1.624
N 1.097 -3.243 -3.002
C 1.528 -2.075 -3.748
C 1.028 -0.715 -3.274
O -0.357 -0.504 -3.451
C -1.199 -0.932 -2.384
H -2.369 -4.745 -1.013
H -1.292 -4.945 -2.412
H -1.168 -6.049 -1.024
H 1.031 -5.364 -1.375
H 1.370 -4.490 0.127
H 2.654 -3.453 -1.628
H 1.375 -2.359 -1.074
H 0.085 -3.283 -3.001
H 1.203 -2.209 -4.786
H 2.623 -2.053 -3.756
H 1.494 0.053 -3.892
H 1.329 -0.505 -2.241
H -0.693 -0.837 -1.421
H -1.527 -1.965 -2.514
H -2.078 -0.290 -2.387
C 0.746 2.861 0.367
O 0.151 2.202 1.459
C -0.040 3.006 2.621
C -1.511 3.232 2.874
N -2.090 4.107 1.861
C -3.544 4.220 1.915
C -4.365 2.967 1.643
O -4.261 2.491 0.311
C -3.205 1.591 0.066
H 0.907 2.098 -0.394
H 0.103 3.645 -0.051
H 1.712 3.305 0.631
H 0.490 3.958 2.524
H 0.388 2.462 3.468
H -1.632 3.703 3.854
H -1.991 2.246 2.913
H -1.827 3.764 0.946
H -3.843 4.976 1.185
H -3.821 4.604 2.901
H -5.417 3.226 1.787
H -4.135 2.159 2.348
H -2.983 0.987 0.950
H -2.285 2.098 -0.248
H -3.519 0.928 -0.742
C 0.388 -3.203 7.394
O 1.198 -2.656 6.372
C 1.419 -3.520 5.266
C 0.778 -2.963 4.015
N -0.673 -3.002 4.109
C -1.372 -2.314 3.031
C -1.189 -0.806 2.908
O -1.751 -0.064 3.977
C -0.912 0.107 5.106
H 0.381 -2.489 8.214
H -0.643 -3.370 7.062
H 0.794 -4.151 7.758
H 1.035 -4.522 5.480
H 2.499 -3.595 5.110
H 1.091 -3.566 3.157
H 1.171 -1.946 3.870
H -0.955 -2.601 4.994
H -2.440 -2.509 3.154
H -1.073 -2.772 2.082
H -1.724 -0.488 2.009
H -0.141 -0.521 2.761
H 0.144 0.148 4.825
H -1.057 -0.695 5.833
H -1.186 1.049 5.583
*
```

***

Here is 2 unconnected molecules or ions with the total composition C25H50FNO8P from OMol25. Energies are from ωB97M-V with the def2-TZVPD basis set.

Its LUMO energy is -2.72 eV. As for the total energy: -2080.31122 Ha. The value obtained for the highest occupied orbital energy is -10.020 eV. The largest force on an atom is 1.002 eV Å⁻¹.

Geometry as ORCA input:
```
! wB97M-V def2-TZVPD RIJCOSX def2/J DEFGRID3
* xyz 1 1
C 6.679 4.174 -0.955
C 5.192 4.103 -0.733
O 4.669 4.123 0.338
O 4.444 4.096 -1.887
C 4.367 2.847 -2.567
C 3.565 1.814 -1.792
C 3.415 0.514 -2.623
C 2.053 0.462 -3.254
O 1.804 0.844 -4.367
O 1.074 0.021 -2.410
C 0.185 -1.049 -2.816
C -1.006 -0.521 -3.655
C -1.337 0.944 -3.373
C -2.746 1.309 -3.883
C -2.736 2.758 -4.368
C -3.815 0.997 -2.803
C -4.867 2.077 -2.524
C -5.580 1.800 -1.224
C -6.235 2.683 -0.484
C -6.791 2.297 0.869
C -6.491 4.095 -0.937
C -0.362 -1.639 -1.502
C 0.586 -1.596 -0.314
C 0.294 -2.671 0.718
F 0.436 -0.362 0.324
P 0.978 -2.423 -3.753
O 0.011 -3.510 -3.904
O 2.308 -2.854 -2.960
O 1.647 -1.827 -5.052
H 7.021 3.417 -1.660
H 6.927 5.152 -1.370
H 7.189 4.050 -0.004
H 3.890 3.043 -3.527
H 5.368 2.454 -2.782
H 4.057 1.576 -0.848
H 2.587 2.231 -1.546
H 4.134 0.489 -3.442
H 3.561 -0.354 -1.984
H -1.877 -1.121 -3.379
H -0.854 -0.670 -4.727
H -0.583 1.595 -3.816
H -1.291 1.106 -2.291
H -2.940 0.669 -4.750
H -3.704 3.084 -4.749
H -2.000 2.874 -5.165
H -2.440 3.439 -3.565
H -4.366 0.104 -3.113
H -3.332 0.733 -1.856
H -5.597 2.084 -3.340
H -4.405 3.062 -2.457
H -5.538 0.771 -0.869
H -7.117 3.180 1.419
H -6.034 1.795 1.471
H -7.662 1.644 0.785
H -5.779 4.440 -1.684
H -7.496 4.156 -1.363
H -6.467 4.792 -0.097
H -1.241 -1.057 -1.212
H -0.674 -2.668 -1.685
H 1.626 -1.656 -0.640
H 0.586 -2.280 1.693
H -0.770 -2.914 0.753
H 0.869 -3.578 0.530
H 2.065 -3.557 -2.342
H 1.264 -0.990 -5.355
C 1.781 -4.494 5.641
N 1.772 -3.331 6.590
C 3.112 -3.266 7.255
C 0.726 -3.546 7.631
C 1.566 -2.009 5.883
C 0.240 -1.796 5.189
O 0.087 -2.741 4.146
H 2.184 -5.352 6.174
H 0.771 -4.698 5.311
H 2.410 -4.248 4.790
H 3.280 -4.196 7.791
H 3.125 -2.428 7.948
H 3.875 -3.132 6.492
H -0.242 -3.647 7.150
H 0.724 -2.699 8.313
H 0.960 -4.460 8.172
H 2.382 -1.924 5.165
H 1.684 -1.240 6.645
H 0.279 -0.779 4.785
H -0.594 -1.835 5.895
H -0.841 -2.782 3.891
*
```

***

Here is 8 unconnected molecules or ions with the total composition C25H50IO11PS from OMol25. Energies are from ωB97M-V with the def2-TZVPD basis set.

Its LUMO energy is 0.45 eV. As for the total energy: -2847.41324 Ha. The value obtained for the highest occupied orbital energy is -8.438 eV. The largest force on an atom is 2.624 eV Å⁻¹.

Geometry as ORCA input:
```
! wB97M-V def2-TZVPD RIJCOSX def2/J DEFGRID3
* xyz 0 1
O 1.834 1.197 1.947
S 1.895 -0.239 1.620
O 2.769 -0.298 0.204
C 2.173 -1.126 -0.805
C 2.073 -2.620 -0.420
C 1.300 -2.941 0.893
C 0.085 -2.025 1.185
P -1.408 -2.522 0.120
O -1.483 -1.314 -1.052
I -3.354 -2.251 1.627
O 0.353 -0.612 1.124
H 1.233 -0.709 -1.180
H 2.860 -1.067 -1.656
H 1.694 -3.199 -1.270
H 3.104 -2.971 -0.272
H 0.887 -3.955 0.770
H 1.942 -3.011 1.775
H -0.234 -2.237 2.222
H -0.860 -1.584 -1.728
C -0.155 1.428 -5.168
C 0.059 0.850 -3.799
O 0.837 -0.065 -3.610
C -0.726 1.446 -2.666
H 0.477 0.903 -5.884
H -1.199 1.308 -5.466
H 0.117 2.484 -5.164
H -1.795 1.323 -2.849
H -0.486 2.505 -2.558
H -0.466 0.929 -1.744
C -4.079 -2.991 6.476
C -4.951 -3.454 5.339
O -5.401 -2.671 4.530
C -5.241 -4.928 5.244
H -3.954 -1.911 6.421
H -4.546 -3.243 7.429
H -3.100 -3.461 6.411
H -5.759 -5.265 6.144
H -4.309 -5.484 5.124
H -5.875 -5.120 4.383
C 2.916 3.486 -6.469
C 2.648 4.027 -5.088
O 1.658 3.703 -4.466
C 3.657 4.981 -4.517
H 2.112 2.810 -6.759
H 2.964 4.306 -7.186
H 3.858 2.936 -6.475
H 3.734 5.863 -5.151
H 4.630 4.491 -4.442
H 3.341 5.292 -3.525
C 1.516 9.186 -5.687
C 1.729 8.599 -4.316
O 2.505 7.689 -4.135
C 0.937 9.191 -3.180
H 2.147 8.667 -6.406
H 0.472 9.069 -5.984
H 1.781 10.244 -5.685
H -0.131 9.074 -3.370
H 1.178 10.250 -3.070
H 1.189 8.675 -2.256
C 8.545 4.321 -3.693
C 7.692 3.918 -4.868
O 7.264 4.739 -5.645
C 7.394 2.451 -5.034
H 8.678 5.401 -3.697
H 8.058 4.028 -2.762
H 9.524 3.844 -3.763
H 6.857 2.078 -4.160
H 8.323 1.893 -5.161
H 6.773 2.306 -5.916
C -8.340 -8.560 2.306
C -7.546 -7.282 2.368
O -6.870 -7.008 3.333
C -7.628 -6.358 1.182
H -8.189 -9.126 3.223
H -9.403 -8.334 2.202
H -8.008 -9.164 1.460
H -8.659 -6.037 1.030
H -7.264 -6.867 0.288
H -7.009 -5.480 1.363
C -2.251 -3.217 10.661
C -1.335 -3.315 9.470
O -1.728 -3.069 8.353
C 0.090 -3.730 9.727
H -3.242 -2.909 10.332
H -2.329 -4.188 11.152
H -1.868 -2.477 11.366
H 0.113 -4.723 10.178
H 0.573 -3.012 10.391
H 0.634 -3.758 8.784
*
```

***

Here is 7 unconnected molecules or ions with the total composition C25H50N9O8 from OMol25. Energies are from ωB97M-V with the def2-TZVPD basis set.

Its LUMO energy is 2.02 eV. As for the total energy: -2077.07642 Ha. The value obtained for the highest occupied orbital energy is -4.775 eV. The largest force on an atom is 7.707 eV Å⁻¹.

Geometry as ORCA input:
```
! wB97M-V def2-TZVPD RIJCOSX def2/J DEFGRID3
* xyz -1 1
N -2.643 -0.349 -2.179
C -1.356 -1.040 -1.784
N -1.185 -1.179 -0.256
C -1.428 -2.596 -2.363
O -1.292 -3.658 -1.522
O -1.686 -2.901 -3.790
C 0.009 -0.351 -2.381
C 0.300 -0.097 -4.009
C 1.743 0.567 -4.367
N 2.877 0.992 -3.499
C 2.670 0.832 -2.031
C 1.288 0.187 -1.467
H -2.502 0.684 -1.988
H -2.732 -0.520 -3.218
H -1.103 -0.209 0.143
H -0.280 -1.671 -0.036
H -0.513 -0.384 -4.832
H 1.920 0.741 -5.537
H 3.509 1.146 -1.242
H 1.186 0.079 -0.288
C -4.155 -4.517 0.030
O -4.457 -4.701 1.202
N -5.012 -4.628 -1.044
C -4.574 -4.394 -2.405
C -6.394 -4.991 -0.807
H -3.129 -4.238 -0.263
H -5.162 -3.575 -2.829
H -4.736 -5.304 -2.990
H -3.514 -4.130 -2.437
H -6.850 -4.244 -0.150
H -6.426 -5.965 -0.310
H -6.948 -5.039 -1.748
C 3.042 -2.446 -0.538
O 3.132 -1.230 -0.427
N 3.528 -3.370 0.362
C 3.380 -4.796 0.156
C 4.208 -2.902 1.552
H 2.544 -2.909 -1.406
H 2.815 -5.217 0.992
H 4.373 -5.252 0.116
H 2.850 -5.006 -0.777
H 3.525 -2.270 2.127
H 5.075 -2.305 1.255
H 4.535 -3.745 2.167
C 5.309 5.942 -4.714
O 5.260 7.124 -5.030
N 4.583 4.927 -5.300
C 4.698 3.550 -4.867
C 3.675 5.246 -6.382
H 5.967 5.589 -3.902
H 5.034 2.941 -5.710
H 3.717 3.203 -4.529
H 5.414 3.454 -4.046
H 4.242 5.704 -7.199
H 2.931 5.964 -6.024
H 3.173 4.344 -6.743
C 1.115 2.200 2.374
O 1.458 1.775 1.278
N -0.002 1.797 3.074
C -0.339 2.350 4.369
C -0.868 0.789 2.498
H 1.701 2.969 2.903
H -0.363 1.541 5.104
H -1.324 2.821 4.307
H 0.396 3.097 4.682
H -0.288 -0.124 2.329
H -1.244 1.150 1.536
H -1.707 0.573 3.165
C 0.017 -1.335 6.599
O -0.032 -0.153 6.283
N -0.710 -2.350 6.013
C -0.595 -3.727 6.447
C -1.617 -2.032 4.931
H 0.674 -1.688 7.411
H -0.258 -4.336 5.603
H -1.575 -4.075 6.784
H 0.122 -3.823 7.267
H -1.051 -1.574 4.114
H -2.361 -1.314 5.289
H -2.120 -2.933 4.570
C -1.722 3.648 -0.133
O -2.600 2.928 -0.593
N -1.919 4.673 0.767
C -0.824 5.480 1.264
C -3.261 4.953 1.233
H -0.665 3.521 -0.420
H -0.777 5.380 2.352
H -1.007 6.525 0.998
H 0.128 5.161 0.832
H -3.663 4.059 1.720
H -3.892 5.199 0.373
H -3.259 5.788 1.938
*
```